[1]
Molecular formula: C36H72Br36
Method: DFT, ωB97M-V/def2-TZVPD

Results
**Gap between HOMO and LUMO**: 10.10 eV
**LUMO energy**: 0.09 eV
**Molar mass**: 3381.52 Da
**Net charge**: 0
**E_tot**: -94079.438354 Eh
**HOMO**: -0.3679 Ha

Each line ends with the Mulliken charge.
Geometry (Å):
Br  -29.328  -14.661  -0.521  -0.173
C  -29.339  -12.877  -1.444  -0.252
C  -28.240  -12.103  -0.858  -0.647
Br  -27.703  -10.685  -2.083  -0.157
H  -30.288  -12.416  -1.130  0.347
H  -29.128  -13.001  -2.510  0.200
H  -27.370  -12.680  -0.614  0.370
H  -28.560  -11.541  0.077  0.342
Br  -18.606  -12.631  -7.387  -0.185
C  -18.748  -14.050  -5.994  0.130
C  -17.671  -13.740  -4.953  -0.374
Br  -17.384  -15.136  -3.615  -0.185
H  -18.624  -15.040  -6.555  0.157
H  -19.754  -13.978  -5.526  -0.227
H  -18.083  -12.800  -4.491  0.080
H  -16.789  -13.524  -5.511  0.500
Br  -22.750  -22.080  -8.319  -0.223
C  -22.433  -20.791  -6.840  -0.611
C  -22.627  -19.357  -7.151  1.170
Br  -21.064  -18.531  -7.937  -0.145
H  -21.404  -20.880  -6.594  0.497
H  -23.090  -21.079  -5.989  0.220
H  -22.781  -18.685  -6.276  -0.743
H  -23.426  -19.166  -7.885  -0.270
Br  -26.070  -22.420  -10.673  -0.178
C  -27.587  -21.130  -10.635  -0.408
C  -28.119  -20.828  -12.001  -0.468
Br  -29.560  -19.537  -11.915  -0.152
H  -27.254  -20.261  -10.107  0.122
H  -28.421  -21.614  -10.062  0.415
H  -28.501  -21.811  -12.366  0.383
H  -27.372  -20.262  -12.625  0.258
Br  -21.066  -19.996  -12.981  -0.158
C  -22.303  -18.876  -11.917  -0.026
C  -23.260  -19.770  -11.261  -0.432
Br  -24.652  -18.649  -10.325  0.076
H  -22.747  -18.153  -12.622  0.365
H  -21.639  -18.322  -11.267  -0.454
H  -22.847  -20.440  -10.551  0.179
H  -23.780  -20.234  -12.087  0.492
Br  -28.165  -19.535  -2.458  -0.221
C  -27.397  -17.712  -2.256  -0.534
C  -26.457  -17.407  -3.372  -0.329
Br  -25.811  -15.594  -2.802  -0.098
H  -26.830  -17.660  -1.335  0.457
H  -28.264  -17.050  -2.137  0.138
H  -26.975  -17.251  -4.341  -0.051
H  -25.593  -18.029  -3.395  0.535
Br  -20.958  -7.481  -10.010  -0.165
C  -21.891  -8.581  -11.244  -0.469
C  -22.781  -9.549  -10.496  -0.065
Br  -23.539  -10.762  -11.859  -0.144
H  -21.033  -9.083  -11.789  0.252
H  -22.495  -7.906  -11.854  0.384
H  -23.631  -9.129  -10.044  -0.008
H  -22.192  -10.213  -9.888  0.194
Br  -19.626  -10.342  -4.561  -0.139
C  -20.574  -9.392  -5.940  -0.348
C  -21.911  -8.855  -5.362  0.001
Br  -23.070  -8.277  -6.815  -0.167
H  -20.774  -10.140  -6.660  0.102
H  -19.882  -8.580  -6.267  0.364
H  -21.685  -8.068  -4.621  0.427
H  -22.511  -9.749  -4.983  -0.286
Br  -23.840  -11.873  -3.843  -0.098
C  -24.422  -12.302  -1.952  0.269
C  -24.014  -11.165  -1.058  -0.723
Br  -24.033  -11.429  0.861  -0.178
H  -23.811  -13.119  -1.783  0.170
H  -25.464  -12.453  -2.085  -0.261
H  -24.611  -10.253  -1.212  0.357
H  -23.026  -10.864  -1.387  0.414
Br  -26.372  -16.946  -13.910  -0.180
C  -26.631  -15.856  -12.381  -0.496
C  -25.331  -15.213  -11.972  -0.106
Br  -25.632  -14.392  -10.256  0.048
H  -26.930  -16.577  -11.626  0.147
H  -27.391  -15.129  -12.579  0.470
H  -24.938  -14.517  -12.644  0.560
H  -24.670  -16.049  -11.775  -0.358
Br  -28.476  -15.075  -4.968  -0.061
C  -29.608  -14.837  -6.569  -0.717
C  -28.825  -15.602  -7.582  -0.002
Br  -29.816  -15.582  -9.266  -0.198
H  -29.748  -13.837  -6.775  0.464
H  -30.536  -15.329  -6.242  0.472
H  -28.781  -16.693  -7.316  0.268
H  -27.804  -15.144  -7.748  -0.231
Br  -26.452  -19.999  -6.590  0.053
C  -27.397  -21.630  -6.211  -0.699
C  -26.447  -22.718  -5.836  -0.574
Br  -25.380  -22.259  -4.311  -0.158
H  -27.988  -21.986  -7.005  0.431
H  -27.999  -21.445  -5.299  0.274
H  -25.745  -22.837  -6.669  0.236
H  -27.015  -23.653  -5.700  0.419
Br  -17.353  -17.546  -8.384  -0.123
C  -18.089  -17.732  -10.118  -0.003
C  -17.936  -16.395  -10.799  -0.496
Br  -18.387  -16.499  -12.760  -0.189
H  -19.062  -18.095  -10.061  -0.238
H  -17.554  -18.430  -10.732  0.415
H  -16.896  -16.063  -10.786  0.511
H  -18.530  -15.616  -10.292  0.077
Br  -22.707  -17.095  -3.702  -0.011
C  -20.876  -17.653  -4.310  0.776
C  -20.455  -19.005  -3.711  -0.752
Br  -20.078  -18.877  -1.789  -0.193
H  -20.182  -16.867  -4.085  -0.012
H  -20.902  -17.859  -5.372  -0.646
H  -19.518  -19.270  -4.185  0.523
H  -21.183  -19.822  -3.770  0.335
Br  -21.324  -13.722  -2.912  0.055
C  -20.323  -14.850  -1.591  -0.226
C  -21.327  -15.332  -0.575  -0.689
Br  -20.496  -16.221  1.010  -0.172
H  -19.493  -14.208  -1.202  0.481
H  -19.795  -15.641  -2.143  -0.065
H  -22.043  -15.974  -1.051  0.130
H  -21.798  -14.441  -0.271  0.501
Br  -26.374  -8.589  -9.792  -0.190
C  -26.480  -9.862  -8.342  -0.634
C  -27.142  -11.093  -8.807  -0.364
Br  -26.622  -12.302  -7.384  -0.191
H  -26.983  -9.281  -7.575  0.391
H  -25.497  -10.016  -7.939  0.198
H  -26.761  -11.438  -9.746  0.442
H  -28.282  -10.862  -8.898  0.305
Br  -19.635  -11.995  -11.673  -0.201
C  -20.830  -13.532  -11.714  -0.280
C  -21.190  -13.959  -10.310  -0.254
Br  -21.807  -15.807  -10.546  -0.098
H  -20.205  -14.241  -12.206  0.108
H  -21.654  -13.212  -12.362  0.318
H  -22.075  -13.430  -10.001  0.322
H  -20.402  -14.013  -9.606  0.061
Br  -22.258  -13.578  -6.680  0.062
C  -23.970  -14.470  -6.505  0.825
C  -23.826  -15.770  -7.203  0.901
Br  -25.520  -16.696  -7.059  0.140
H  -24.681  -13.667  -6.826  -1.094
H  -24.208  -14.563  -5.465  0.221
H  -23.057  -16.371  -6.680  -0.368
H  -23.538  -15.621  -8.275  -0.288

---

[2]
Molecular formula: C36H72Cl36
Method: DFT, ωB97M-V/def2-TZVPD

Results
**Gap between HOMO and LUMO**: 10.43 eV
**LUMO energy**: 0.15 eV
**Molar mass**: 1781.28 Da
**Net charge**: 0
**E_tot**: -17981.859546 Eh
**HOMO**: -0.3777 Ha

Each line ends with the Mulliken charge.
Geometry (Å):
Cl  -5.110  -11.743  0.930  -0.193
C  -4.634  -12.335  2.554  -0.345
C  -5.087  -13.791  2.673  -0.624
Cl  -6.806  -13.867  2.799  0.101
H  -5.209  -11.699  3.226  0.168
H  -3.560  -12.200  2.687  0.380
H  -4.733  -14.294  3.573  0.202
H  -4.758  -14.346  1.794  0.363
Cl  -10.851  -13.784  3.279  -0.026
C  -12.255  -14.851  2.764  -0.219
C  -13.332  -14.972  3.808  0.028
Cl  -14.790  -15.818  3.322  0.287
H  -11.828  -15.815  2.488  0.153
H  -12.678  -14.369  1.883  0.059
H  -13.609  -13.972  4.143  0.084
H  -12.838  -15.499  4.625  -0.313
Cl  -17.837  -10.136  6.218  -0.227
C  -16.734  -10.443  4.867  -0.362
C  -15.977  -11.740  5.090  0.203
Cl  -14.911  -11.635  6.503  -0.088
H  -16.200  -9.498  4.766  0.353
H  -17.310  -10.496  3.944  0.245
H  -15.339  -11.915  4.224  -0.002
H  -16.565  -12.656  5.129  -0.093
Cl  -13.895  -13.589  9.657  -0.183
C  -12.368  -12.828  9.344  -0.254
C  -11.425  -13.054  10.503  -0.388
Cl  -10.048  -11.894  10.242  -0.205
H  -12.431  -11.752  9.181  0.511
H  -11.949  -13.320  8.466  -0.149
H  -11.136  -14.100  10.601  0.263
H  -11.884  -12.810  11.461  0.405
Cl  -8.748  -17.943  7.349  -0.177
C  -10.464  -18.213  7.013  -0.392
C  -11.152  -16.895  6.779  0.118
Cl  -11.333  -16.093  8.364  -0.172
H  -10.892  -18.850  7.787  0.461
H  -10.445  -18.782  6.083  0.106
H  -12.158  -17.084  6.404  0.107
H  -10.605  -16.232  6.109  -0.064
Cl  -21.001  -13.490  2.147  -0.193
C  -19.986  -14.201  3.418  -0.465
C  -18.559  -14.438  2.955  0.330
Cl  -17.710  -12.986  2.423  -0.134
H  -20.373  -15.176  3.716  0.235
H  -20.009  -13.493  4.246  0.357
H  -18.736  -15.065  2.081  0.102
H  -17.991  -14.999  3.697  -0.241
Cl  -18.882  -17.754  3.637  0.093
C  -19.781  -19.229  3.570  -0.710
C  -20.878  -19.161  2.491  -0.644
Cl  -20.287  -18.966  0.837  -0.097
H  -20.127  -19.373  4.593  0.400
H  -19.099  -20.044  3.326  0.221
H  -21.529  -18.321  2.734  0.329
H  -21.514  -20.045  2.527  0.379
Cl  -14.367  -12.133  0.752  -0.072
C  -13.214  -10.843  0.244  -0.696
C  -12.053  -10.779  1.237  -0.047
Cl  -12.593  -10.355  2.887  -0.122
H  -13.679  -9.857  0.253  0.365
H  -12.860  -11.138  -0.744  0.322
H  -11.352  -10.065  0.804  0.394
H  -11.479  -11.706  1.256  -0.218
Cl  -9.437  -11.875  -0.985  -0.217
C  -8.842  -13.398  -0.247  0.124
C  -9.444  -14.582  -1.047  -0.250
Cl  -11.264  -14.582  -1.052  -0.107
H  -9.163  -13.389  0.795  -0.255
H  -7.752  -13.387  -0.276  0.359
H  -9.173  -15.523  -0.567  -0.045
H  -9.040  -14.612  -2.059  0.390
Cl  -8.071  -9.635  4.522  -0.177
C  -9.645  -9.655  5.443  -0.109
C  -10.298  -8.200  5.671  -0.411
Cl  -10.615  -7.545  4.069  -0.182
H  -9.466  -10.174  6.385  0.180
H  -10.262  -10.399  4.939  0.027
H  -9.594  -7.543  6.182  0.356
H  -11.249  -8.229  6.202  0.318
Cl  -12.403  -19.390  3.040  -0.058
C  -12.792  -20.225  1.553  -0.222
C  -11.561  -21.038  1.112  -0.147
Cl  -11.802  -21.877  -0.453  -0.236
H  -13.118  -19.461  0.848  0.157
H  -13.693  -20.835  1.626  0.190
H  -11.351  -21.722  1.934  0.409
H  -10.740  -20.332  0.983  -0.105
Cl  -5.805  -15.222  5.950  -0.205
C  -7.097  -14.510  6.871  -0.478
C  -8.042  -13.709  5.966  -0.130
Cl  -9.391  -13.179  7.011  0.026
H  -6.541  -13.895  7.579  0.385
H  -7.564  -15.244  7.528  0.258
H  -8.326  -14.447  5.216  -0.182
H  -7.571  -12.917  5.384  0.296
Cl  -18.715  -15.131  6.787  -0.123
C  -17.316  -15.055  7.860  -0.459
C  -16.022  -15.284  6.989  0.050
Cl  -16.062  -16.912  6.253  -0.036
H  -17.530  -15.820  8.606  0.382
H  -17.118  -14.055  8.247  0.337
H  -15.097  -15.346  7.563  0.187
H  -15.942  -14.605  6.141  -0.347
Cl  -6.017  -19.871  2.596  -0.204
C  -7.462  -18.925  2.287  0.000
C  -7.690  -17.874  3.364  -0.512
Cl  -9.253  -17.043  3.282  0.097
H  -8.305  -19.616  2.315  0.039
H  -7.376  -18.428  1.321  0.198
H  -6.961  -17.117  3.075  0.116
H  -7.555  -18.370  4.326  0.299
Cl  -14.955  -16.588  -0.833  -0.194
C  -16.278  -15.718  -0.067  0.404
C  -17.314  -15.544  -1.129  -0.201
Cl  -18.730  -14.606  -0.593  -0.152
H  -15.904  -14.761  0.297  -0.079
H  -16.603  -16.416  0.705  -0.105
H  -17.683  -16.538  -1.382  -0.049
H  -16.902  -15.063  -2.016  0.379
Cl  -18.405  -19.175  -2.127  -0.185
C  -17.331  -20.545  -1.567  -0.630
C  -16.078  -20.071  -0.827  -0.517
Cl  -16.507  -19.506  0.820  0.042
H  -16.918  -21.019  -2.457  0.390
H  -17.851  -21.351  -1.048  0.358
H  -15.604  -19.281  -1.409  0.223
H  -15.379  -20.889  -0.649  0.339
Cl  -10.100  -18.343  -0.956  -0.036
C  -9.478  -19.543  -2.136  -0.530
C  -9.032  -19.003  -3.530  -0.531
Cl  -7.734  -17.761  -3.286  -0.206
H  -10.262  -20.272  -2.340  0.263
H  -8.705  -20.156  -1.672  0.359
H  -9.813  -18.481  -4.082  0.299
H  -8.645  -19.811  -4.151  0.388
Cl  -17.591  -21.831  6.289  -0.194
C  -16.556  -20.519  5.627  -0.066
C  -15.502  -20.984  4.595  -0.049
Cl  -16.209  -22.020  3.347  -0.194
H  -15.961  -20.084  6.431  0.322
H  -17.107  -19.660  5.244  -0.115
H  -14.640  -21.552  4.945  0.359
H  -15.211  -20.092  4.040  -0.086

---

[3]
Molecular formula: C36H73BO7PSi
Method: DFT, ωB97M-V/def2-TZVPD

Results
**Gap between HOMO and LUMO**: 6.10 eV
**LUMO energy**: 2.19 eV
**Molar mass**: 687.85 Da
**Net charge**: -1
**E_tot**: -2598.000301 Eh
**HOMO**: -0.1435 Ha

Each line ends with the Mulliken charge.
Geometry (Å):
C  3.082  -0.939  2.471  -0.279
C  4.414  -0.091  2.295  -0.455
O  4.646  0.339  0.937  -0.435
P  3.724  1.668  0.504  1.017
O  2.826  2.044  1.644  -0.543
C  4.752  3.175  0.103  -0.947
C  4.067  4.179  -0.915  -0.573
C  3.099  5.249  -0.203  -0.701
B  1.583  4.646  -0.175  1.216
O  0.800  4.673  1.077  -0.694
C  -0.381  3.990  0.670  0.299
C  -0.615  2.580  1.308  1.736
C  -0.884  2.581  2.864  -0.510
O  -1.193  3.868  3.431  -0.467
Si  -2.839  4.076  3.764  0.891
C  -3.936  3.636  2.242  -0.741
C  -3.505  3.042  5.220  -1.122
C  -3.153  5.914  4.199  -1.223
C  -0.408  4.029  -0.970  0.344
C  -1.880  4.415  -1.369  -0.412
C  -2.277  4.007  -2.847  0.384
C  -2.882  5.306  -3.553  -1.416
O  -3.303  2.995  -2.829  -0.482
C  -2.780  1.690  -3.055  0.057
C  -3.268  0.644  -1.989  -0.004
C  -3.360  -0.770  -2.366  -0.213
C  -3.768  -1.800  -1.425  -0.657
C  -4.082  -1.411  -0.055  -0.338
C  -4.033  -0.022  0.366  -0.624
C  -3.621  0.979  -0.629  0.173
O  0.613  4.997  -1.235  -0.856
O  2.911  1.285  -0.891  -0.301
C  2.013  0.169  -0.737  0.384
C  2.726  -1.111  -1.303  -1.411
H  2.295  -0.214  2.821  0.056
H  3.176  -1.704  3.283  0.274
H  2.718  -1.360  1.504  0.009
H  4.494  0.734  3.041  0.259
H  5.249  -0.813  2.533  0.376
H  5.708  2.801  -0.372  0.315
H  5.064  3.697  1.046  0.418
H  3.449  3.659  -1.693  0.172
H  4.824  4.791  -1.488  0.369
H  3.197  6.270  -0.657  0.285
H  3.461  5.297  0.867  0.176
H  1.723  3.444  -0.355  -0.503
H  -1.256  4.628  0.983  0.055
H  -1.510  2.124  0.806  -0.340
H  0.253  1.900  1.081  -1.153
H  0.036  2.162  3.356  0.222
H  -1.722  1.859  3.113  0.275
H  -4.641  4.492  2.052  0.304
H  -3.229  3.533  1.379  0.073
H  -4.512  2.699  2.459  0.188
H  -4.612  2.904  5.038  0.328
H  -3.009  2.055  5.377  0.271
H  -3.437  3.677  6.150  0.285
H  -2.187  6.475  4.196  0.286
H  -3.564  5.951  5.250  0.299
H  -3.936  6.336  3.526  0.323
H  -0.102  3.064  -1.482  -0.352
H  -2.030  5.518  -1.218  0.350
H  -2.563  3.869  -0.663  -0.004
H  -1.378  3.734  -3.465  0.329
H  -2.053  5.899  -4.026  0.286
H  -3.428  5.919  -2.793  0.358
H  -3.603  4.957  -4.339  0.393
H  -1.653  1.686  -2.965  -0.001
H  -3.014  1.338  -4.100  0.334
H  -3.099  -1.074  -3.407  0.196
H  -3.816  -2.872  -1.714  0.365
H  -4.371  -2.162  0.722  0.314
H  -4.256  0.323  1.403  0.292
H  -3.578  2.029  -0.257  0.288
H  1.611  0.060  0.299  0.059
H  1.119  0.362  -1.398  0.083
H  3.245  -0.874  -2.274  0.325
H  1.996  -1.953  -1.450  0.347
H  3.546  -1.444  -0.609  0.279
C  0.185  -4.926  -7.726  -1.216
C  1.028  -4.023  -6.833  -0.413
C  0.646  -4.105  -5.355  -0.634
C  -0.779  -3.657  -5.023  -0.732
C  -1.129  -2.230  -5.446  -0.334
C  -0.279  -1.171  -4.754  -1.200
H  -0.869  -4.640  -7.709  0.288
H  0.528  -4.860  -8.762  0.380
H  0.264  -5.970  -7.412  0.290
H  0.964  -2.991  -7.189  0.238
H  2.077  -4.318  -6.935  0.414
H  1.359  -3.510  -4.776  0.203
H  0.771  -5.138  -5.013  0.413
H  -0.928  -3.752  -3.942  0.367
H  -1.495  -4.345  -5.485  0.346
H  -2.180  -2.046  -5.204  0.243
H  -1.042  -2.119  -6.531  0.375
H  -0.383  -1.236  -3.668  0.216
H  -0.597  -0.172  -5.062  0.320
H  0.778  -1.273  -5.006  0.475
C  0.172  -4.224  3.484  -1.147
C  1.516  -4.916  3.286  -0.137
C  1.440  -6.437  3.414  -0.795
C  1.003  -6.956  4.786  -0.733
C  1.868  -6.501  5.961  -0.356
C  3.311  -6.983  5.871  -1.181
H  -0.221  -4.385  4.490  0.286
H  0.278  -3.147  3.339  0.325
H  -0.564  -4.589  2.763  0.306
H  2.247  -4.508  3.991  0.157
H  1.887  -4.672  2.286  0.324
H  2.418  -6.860  3.160  0.328
H  0.743  -6.822  2.662  0.377
H  0.996  -8.052  4.754  0.380
H  -0.032  -6.656  4.976  0.309
H  1.428  -6.891  6.885  0.355
H  1.850  -5.411  6.050  0.259
H  3.355  -8.074  5.822  0.292
H  3.872  -6.663  6.752  0.370
H  3.818  -6.578  4.993  0.284